[1]
{"formula": "C34H53Cl22NS2", "method": "ωB97M-V with the def2-TZVPD basis set", "total_energy_ev": -334765.185, "multiplicity": 1, "elements": ["Cl", "Cl", "Cl", "Cl", "Cl", "Cl", "Cl", "Cl", "Cl", "Cl", "Cl", "Cl", "Cl", "Cl", "Cl", "Cl", "Cl", "Cl", "Cl", "Cl", "Cl", "Cl", "S", "S", "N", "C", "C", "C", "C", "C", "C", "C", "C", "C", "C", "C", "C", "C", "C", "C", "C", "C", "C", "C", "C", "C", "C", "C", "C", "C", "C", "C", "C", "C", "C", "C", "C", "C", "C", "H", "H", "H", "H", "H", "H", "H", "H", "H", "H", "H", "H", "H", "H", "H", "H", "H", "H", "H", "H", "H", "H", "H", "H", "H", "H", "H", "H", "H", "H", "H", "H", "H", "H", "H", "H", "H", "H", "H", "H", "H", "H", "H", "H", "H", "H", "H", "H", "H", "H", "H", "H", "H"], "coordinates": [[2.97, 0.59, -5.86], [8.39, -0.25, 5.55], [3.64, 7.11, -2.20], [-12.17, 7.55, -4.17], [-1.56, -6.84, -4.98], [-4.90, 5.55, 0.71], [2.99, -9.54, -2.76], [-8.44, 10.53, -1.91], [-6.16, 8.59, 1.61], [-1.18, 1.28, -0.53], [-1.22, 5.15, 1.94], [-8.64, 7.28, -0.87], [-1.40, 1.90, 2.97], [-12.60, 7.63, -0.78], [3.79, -0.76, 1.64], [2.32, 4.00, -2.67], [4.18, -10.52, 0.29], [2.21, 1.42, -0.17], [4.16, -0.41, -2.82], [10.25, -2.21, 3.46], [0.07, -6.76, -1.98], [4.98, -1.75, 4.69], [-1.08, -10.21, -1.55], [2.52, -6.15, 0.79], [0.38, -5.87, 3.06], [5.92, -1.07, 3.34], [1.87, -4.49, 1.35], [-1.63, -8.74, 1.03], [0.97, -7.18, 0.82], [0.20, -5.57, -3.31], [-4.21, 7.15, 0.34], [-2.49, 3.23, 3.42], [-9.92, 9.60, -1.56], [10.81, -1.39, 4.94], [-9.73, 8.61, -0.42], [-1.11, -5.39, -4.04], [-1.29, -7.70, 2.13], [2.33, -3.15, 0.73], [5.14, -0.03, 2.56], [-2.70, 4.21, 2.29], [0.64, -8.22, -0.28], [-12.81, 6.23, -1.86], [-11.83, 6.24, -3.01], [3.19, 4.59, -1.23], [5.10, 0.28, -4.16], [9.73, -1.33, 6.00], [0.78, -4.58, 2.49], [-0.71, -9.01, -0.19], [0.62, -1.91, 2.38], [4.31, 1.31, -4.94], [-4.44, 8.14, 1.45], [0.13, -3.27, 3.01], [0.01, 1.78, -1.76], [2.92, 6.05, -0.96], [5.12, -9.85, -1.06], [1.30, 1.01, -1.65], [4.33, -8.81, -1.85], [1.69, -1.84, 1.26], [0.02, -6.87, 2.04], [-11.90, 5.31, -3.57], [-13.84, 6.22, -2.21], [9.31, -2.32, 6.20], [3.11, -3.21, -0.10], [-3.14, 7.00, 0.19], [3.36, 6.34, 0.00], [5.44, -10.68, -1.70], [-10.23, 9.09, -2.48], [-3.89, 9.07, 1.25], [-12.65, 5.33, -1.25], [-4.10, 7.76, 2.42], [4.99, -8.33, -2.58], [-1.03, -9.39, -2.70], [-2.08, 3.72, 4.31], [5.79, 0.46, 1.83], [1.85, 6.26, -0.91], [0.10, -0.98, 2.78], [-10.80, 6.36, -2.67], [1.39, -8.36, -1.12], [-2.61, -9.34, 1.10], [3.92, -8.04, -1.19], [-4.64, 7.49, -0.60], [5.99, 0.74, -3.73], [-0.68, -3.31, 3.82], [2.02, -0.85, 0.77], [-0.45, 1.60, -2.74], [0.51, -4.63, -2.85], [1.13, -0.07, -1.65], [-0.34, -5.78, 3.79], [-10.69, 8.16, -0.15], [-10.70, 10.32, -1.29], [5.43, -0.55, -4.80], [-2.02, -7.54, 3.00], [4.26, 4.40, -1.38], [-3.47, 4.93, 2.56], [4.72, 0.74, 3.22], [2.85, 3.98, -0.39], [11.15, -0.39, 4.66], [3.90, 2.08, -4.29], [0.17, 2.86, -1.66], [-1.93, -5.17, -3.35], [10.15, -0.94, 6.93], [6.25, -1.89, 2.70], [-3.45, 2.78, 3.70], [-1.03, -4.57, -4.75], [-3.00, 3.71, 1.37], [6.81, -0.61, 3.78], [-9.32, 9.10, 0.46], [6.01, -9.39, -0.63], [11.67, -1.95, 5.31], [1.00, -5.90, -3.98], [1.95, 1.24, -2.50], [4.97, 1.80, -5.67]]}

---

[2]
{"formula": "C34H53ClF3O19PSSi", "method": "ωB97M-V with the def2-TZVPD basis set", "total_energy_ev": -123699.910, "multiplicity": 1, "elements": ["Cl", "S", "P", "Si", "F", "F", "F", "O", "O", "O", "O", "O", "O", "O", "O", "O", "O", "O", "O", "O", "O", "O", "O", "O", "O", "O", "C", "C", "C", "C", "C", "C", "C", "C", "C", "C", "C", "C", "C", "C", "C", "C", "C", "C", "C", "C", "C", "C", "C", "C", "C", "C", "C", "C", "C", "C", "C", "C", "C", "C", "H", "H", "H", "H", "H", "H", "H", "H", "H", "H", "H", "H", "H", "H", "H", "H", "H", "H", "H", "H", "H", "H", "H", "H", "H", "H", "H", "H", "H", "H", "H", "H", "H", "H", "H", "H", "H", "H", "H", "H", "H", "H", "H", "H", "H", "H", "H", "H", "H", "H", "H", "H", "H"], "coordinates": [[-1.41, -3.83, 7.76], [-2.54, -6.45, 5.72], [0.98, -6.16, 6.70], [-1.13, -5.79, 7.32], [-3.00, -8.49, 7.30], [-3.79, -8.74, 5.28], [-1.65, -8.93, 5.67], [-3.19, -1.73, -0.53], [0.20, 3.48, 3.11], [-1.99, -6.28, 4.40], [5.47, -4.53, 5.93], [-0.74, 3.34, -1.17], [-0.51, 7.57, -3.83], [0.57, 0.28, -4.23], [3.47, -3.98, 5.10], [-2.30, -1.54, 1.51], [3.17, 3.03, -6.96], [3.02, -2.62, 0.12], [-1.17, 4.25, 4.71], [1.74, -1.32, -5.24], [2.70, 5.22, -7.00], [-2.43, 8.48, -4.56], [-1.65, 3.36, -3.20], [-3.84, -5.88, 5.89], [1.80, -1.02, 1.10], [1.05, -6.04, 5.06], [1.32, -7.93, 7.04], [-3.96, 6.82, -3.88], [0.73, 0.24, -6.68], [2.22, -1.52, 0.09], [-2.78, -8.29, 6.00], [4.09, -2.85, 3.13], [-2.92, -2.23, 0.52], [2.23, 6.22, -6.06], [2.16, -1.64, -6.59], [-0.75, 4.14, 3.43], [-1.49, 1.27, -0.35], [2.43, -2.29, -2.14], [-1.70, 7.56, -3.88], [2.74, 4.01, -6.41], [0.96, -0.21, -5.25], [2.01, -1.06, -1.34], [2.22, 4.11, -4.99], [-3.18, -3.66, 0.98], [-3.84, 8.28, -4.31], [-2.38, 5.02, 4.77], [-0.46, 2.37, -0.14], [-1.68, 1.30, -1.87], [1.12, -0.99, -7.49], [2.93, -3.53, 3.83], [-1.40, 2.75, -2.20], [-3.01, -3.56, 2.49], [1.47, 5.44, -5.01], [-2.39, 5.85, 3.50], [4.81, -4.10, 5.03], [5.29, -3.64, 3.66], [-2.62, 6.58, -3.18], [3.46, -2.94, -1.22], [-1.67, 4.93, 2.52], [-2.02, -2.41, 2.62], [1.58, -2.95, -2.27], [2.66, -0.20, -1.53], [-4.18, -3.97, 0.68], [-2.14, -1.84, 3.54], [-2.66, 6.83, -2.12], [1.51, -0.76, -8.48], [2.10, -2.86, 4.02], [-2.69, 1.03, -2.16], [1.03, -8.54, 6.19], [0.68, -6.83, 4.68], [-0.55, 2.85, 0.83], [-3.22, 4.33, 4.83], [1.61, 6.94, -6.59], [-2.35, 4.24, 2.02], [0.56, 2.02, -0.26], [-1.17, 0.31, 0.04], [1.39, 1.08, -6.89], [5.50, -4.53, 3.06], [2.38, -8.01, 7.17], [-2.36, 5.62, 5.68], [-2.28, 5.55, -3.31], [-4.83, 6.62, -3.26], [-1.81, 6.76, 3.65], [-3.40, 6.14, 3.18], [3.10, 6.73, -5.66], [3.16, -1.24, -6.74], [-3.97, -3.28, 2.95], [-1.09, 5.47, 1.77], [-2.68, -4.48, 2.97], [1.43, 5.94, -4.04], [2.83, -2.07, -3.13], [4.17, -1.81, 3.46], [3.50, -4.02, -1.32], [2.19, -2.72, -6.69], [0.98, -0.78, -1.50], [-4.03, 6.19, -4.77], [6.19, -3.05, 3.75], [-0.98, -2.75, 2.55], [0.26, -1.64, -7.61], [-4.39, 8.51, -5.21], [-1.44, -6.61, 8.50], [-4.15, 8.97, -3.52], [-0.97, 0.67, -2.40], [-0.30, 0.54, -6.82], [4.00, -2.85, 2.05], [3.07, 4.13, -4.30], [4.46, -2.53, -1.36], [-2.43, 1.54, 0.14], [-2.43, -4.31, 0.52], [0.44, 5.28, -5.33], [2.57, -4.41, 3.29], [1.57, 3.28, -4.75], [0.79, -8.26, 7.91]]}

---

[3]
{"formula": "C34H53F6N3O12P", "method": "ωB97M-V with the def2-TZVPD basis set", "total_energy_ev": -90759.846, "multiplicity": 1, "e_above_lowest_kj_mol": 0.0, "total_charge": -1, "elements": ["P", "F", "F", "F", "F", "F", "F", "O", "O", "O", "O", "O", "O", "O", "O", "O", "O", "O", "O", "N", "N", "N", "C", "C", "C", "C", "C", "C", "C", "C", "C", "C", "C", "C", "C", "C", "C", "C", "C", "C", "C", "C", "C", "C", "C", "C", "C", "C", "C", "C", "C", "C", "C", "C", "C", "C", "H", "H", "H", "H", "H", "H", "H", "H", "H", "H", "H", "H", "H", "H", "H", "H", "H", "H", "H", "H", "H", "H", "H", "H", "H", "H", "H", "H", "H", "H", "H", "H", "H", "H", "H", "H", "H", "H", "H", "H", "H", "H", "H", "H", "H", "H", "H", "H", "H", "H", "H", "H", "H"], "coordinates": [[0.29, -0.95, 0.10], [-0.16, -0.61, -1.45], [0.85, 0.57, 0.21], [0.78, -1.17, 1.64], [-0.26, -2.44, 0.03], [1.72, -1.49, -0.43], [-1.15, -0.38, 0.62], [5.04, 1.69, 0.78], [-0.86, 4.41, -0.23], [-1.74, -2.88, 4.23], [-2.01, 6.21, 0.44], [2.78, -4.37, -2.70], [-1.33, -5.62, 0.25], [2.33, 2.82, -2.49], [-2.29, -0.74, 4.57], [1.12, -4.17, 1.33], [7.14, 1.44, 1.39], [1.16, -4.99, -1.33], [3.63, 3.77, -4.04], [-4.91, 3.73, 0.06], [3.04, 0.85, 5.91], [-2.16, -0.62, -6.10], [2.23, -0.19, 6.30], [1.89, -2.34, -3.54], [6.00, 1.04, 1.43], [-0.91, 4.81, 2.08], [1.27, -0.36, 5.34], [2.16, 1.90, -4.68], [-0.23, 3.47, 1.88], [-2.03, -0.20, -4.78], [-2.29, -1.89, 3.85], [-3.84, 2.94, 0.42], [1.00, 1.41, -3.83], [-3.62, 1.07, -5.80], [1.58, 0.49, 4.26], [-4.88, 2.00, -1.31], [-2.96, 0.80, -4.58], [-2.38, -4.69, 0.53], [5.48, -0.18, 2.10], [-5.54, 3.16, -1.01], [2.79, 2.98, -3.76], [-3.10, 0.17, -6.70], [3.79, 0.96, 0.75], [-1.30, 5.27, 0.69], [1.49, -4.16, 2.69], [1.52, -4.26, -2.20], [-3.83, 1.83, -0.39], [-3.88, -0.42, 2.94], [1.43, 1.70, -2.40], [-2.89, 0.31, 3.79], [2.67, 1.25, 4.64], [0.77, -3.24, -2.99], [-0.29, 3.24, 0.37], [3.01, -3.38, -3.70], [4.05, -0.34, 1.55], [-3.16, -1.71, 2.62], [-2.49, -1.61, 1.77], [-3.18, 3.31, 1.18], [-2.34, -4.49, 1.61], [2.05, 0.86, -2.08], [2.98, -3.90, -4.67], [-5.17, 1.30, -2.08], [0.77, 3.40, 2.29], [4.13, -1.16, 0.83], [-5.07, 4.64, 0.44], [-3.37, -5.01, 0.20], [-1.91, -1.51, -6.49], [-1.75, -6.34, -0.23], [0.71, 3.10, -0.04], [1.85, 2.41, -5.59], [-6.34, 3.71, -1.47], [-3.44, -0.08, -7.69], [-3.20, 0.95, -0.31], [0.43, -1.04, 5.39], [-1.88, 4.64, 2.55], [-3.36, 1.01, 4.48], [2.12, -1.48, -2.91], [6.06, -1.09, 1.93], [1.76, -5.17, 3.02], [-2.13, 0.81, 3.20], [2.87, 1.09, -4.85], [-2.16, -3.74, 0.05], [2.99, 1.47, 1.27], [0.08, 1.92, -4.10], [1.04, 0.60, 3.34], [2.35, -3.51, 2.91], [-0.36, 5.60, 2.58], [0.90, -3.27, 1.08], [-4.23, 0.07, 2.03], [1.61, -1.98, -4.53], [-3.17, 1.28, -3.64], [0.64, 1.89, -1.69], [3.30, -0.51, 2.31], [2.36, -0.61, 7.29], [-0.80, 2.67, 2.34], [5.53, -0.04, 3.18], [-3.82, -2.55, 2.40], [-4.81, -0.72, 3.44], [0.25, -3.76, -3.81], [-1.49, -0.82, -4.08], [-4.41, 1.78, -5.94], [3.78, 1.20, 6.48], [0.69, -3.79, 3.34], [3.19, 2.07, 4.18], [3.59, 0.79, -0.30], [4.02, -2.98, -3.74], [0.76, 0.35, -3.92], [-0.95, 2.44, 0.07], [0.03, -2.70, -2.41]]}

---

[4]
{"formula": "C34H53FNO27S2", "method": "ωB97M-V with the def2-TZVPD basis set", "total_energy_ev": -117270.402, "multiplicity": 1, "total_charge": 1, "elements": ["S", "S", "F", "O", "O", "O", "O", "O", "O", "O", "O", "O", "O", "O", "O", "O", "O", "O", "O", "O", "O", "O", "O", "O", "O", "O", "O", "O", "O", "O", "N", "C", "C", "C", "C", "C", "C", "C", "C", "C", "C", "C", "C", "C", "C", "C", "C", "C", "C", "C", "C", "C", "C", "C", "C", "C", "C", "C", "C", "C", "C", "C", "C", "C", "C", "H", "H", "H", "H", "H", "H", "H", "H", "H", "H", "H", "H", "H", "H", "H", "H", "H", "H", "H", "H", "H", "H", "H", "H", "H", "H", "H", "H", "H", "H", "H", "H", "H", "H", "H", "H", "H", "H", "H", "H", "H", "H", "H", "H", "H", "H", "H", "H", "H", "H", "H", "H", "H"], "coordinates": [[-0.28, 3.64, -2.47], [0.58, 3.96, -4.37], [0.18, 5.42, -4.61], [7.99, -0.67, 5.24], [0.46, -1.39, -0.78], [5.84, -0.42, -0.57], [2.37, -3.67, 3.75], [-5.09, 0.73, 1.55], [-7.63, -0.76, -4.32], [3.14, -4.25, 5.76], [3.74, 1.07, -4.88], [7.03, -0.74, 1.31], [-7.14, 1.44, -4.29], [-1.79, 3.65, 6.25], [-1.59, -3.70, -4.37], [-3.67, 2.58, 6.82], [3.71, -2.25, 4.88], [6.45, -1.56, 6.61], [7.91, -0.07, 7.41], [-5.54, 1.43, 3.65], [-3.55, 4.82, 7.04], [-3.06, -2.20, -3.55], [-6.38, 2.54, 1.90], [4.81, -0.93, 1.36], [-5.67, -0.05, -5.12], [4.99, -0.68, -4.20], [-3.53, -4.40, -3.54], [-0.09, 3.19, -5.34], [5.82, 0.82, -5.67], [1.99, 3.89, -4.27], [0.82, 0.40, -2.18], [1.67, 1.57, -2.03], [2.74, -1.15, -1.42], [-1.49, -5.13, -4.29], [-3.05, 3.79, 6.73], [0.89, 2.75, -1.41], [7.50, -0.76, 6.32], [-2.75, -3.32, -3.80], [-1.47, 2.26, 6.21], [3.13, -3.29, 4.81], [-6.84, 0.32, -4.55], [5.27, -1.41, 2.64], [-5.59, -1.48, -5.06], [5.22, 1.86, -6.45], [0.56, 0.02, -3.59], [6.94, -0.27, 8.44], [-4.13, 2.25, -2.21], [-1.70, 2.52, -2.77], [1.29, -0.74, -1.41], [6.67, -0.84, 2.70], [-0.80, -0.66, -3.73], [6.28, -1.57, 8.03], [-2.94, -5.54, -4.17], [-5.62, 1.50, 2.30], [2.16, -5.23, 5.42], [-5.23, 2.64, -1.22], [-6.10, 2.64, 4.18], [4.87, 0.30, -4.85], [4.05, 2.27, -5.60], [-2.92, 3.17, -2.10], [-7.04, -1.89, -4.96], [2.04, -5.05, 3.92], [-2.84, 1.62, 6.14], [5.89, -0.67, 0.59], [-7.02, 3.08, 3.07], [6.24, 0.57, 8.43], [5.23, -1.62, 8.30], [-6.63, 2.44, 5.11], [-1.00, -5.53, -5.17], [5.92, 2.67, -6.63], [1.23, -5.00, 5.95], [-7.11, 4.16, 2.99], [2.11, 1.83, -2.99], [-3.12, 4.14, -2.55], [-1.49, 1.55, -2.32], [0.54, 0.93, -4.18], [-3.41, -5.69, -5.14], [-0.85, 2.03, 5.35], [5.27, -2.50, 2.62], [4.64, -1.07, 3.44], [-8.02, 2.65, 3.15], [1.04, -5.25, 3.55], [-7.50, -2.02, -5.94], [-4.53, 2.33, -3.23], [6.70, 0.16, 3.14], [1.35, -0.61, -4.02], [3.04, -1.27, -0.38], [-5.20, 3.68, -0.92], [-3.20, 1.50, 5.12], [-3.08, -6.43, -3.57], [3.19, 2.60, -6.18], [7.37, -1.48, 3.23], [6.80, -2.44, 8.43], [-1.06, -1.15, -2.80], [2.93, -2.04, -2.00], [-6.22, 2.44, -1.62], [0.26, 2.33, -0.62], [-5.13, 2.01, -0.34], [-2.66, 3.36, -1.06], [-5.30, 3.35, 4.37], [-2.88, 0.66, 6.65], [-1.58, 0.07, -3.92], [4.30, 3.05, -4.88], [1.57, 3.44, -0.92], [2.52, 1.40, -1.38], [-5.01, -1.75, -4.17], [-3.82, 1.22, -2.05], [4.91, 1.44, -7.41], [3.38, -0.35, -1.80], [2.50, -6.22, 5.70], [-5.09, -1.88, -5.94], [2.76, -5.66, 3.37], [-0.91, -5.39, -3.40], [-0.93, 1.99, 7.12], [-7.19, -2.79, -4.37], [-1.89, 2.45, -3.84], [7.41, -0.32, 9.41], [-0.83, -1.37, -4.54]]}

---

Respective HOMO-LUMO gap values: 0.279; 0.322; 0.315; 0.293 Ha.
Respective LUMO level values: 0.263; -0.286; 2.181; -3.759 eV.